Computed, not measured: a structure of composition C2H3IO2 at a distorted geometry, with ωB97M-V/def2-TZVPD.

Output
HOMO-LUMO gap	9.2	eV
E_LUMO	-0.7407	eV

Each line ends with the Mulliken charge.
Element x y z (Å)
C 0.908 -1.137 0.902  0.8513
C 0.074 -0.179 0.007  -0.9590
O 0.381 -2.353 0.786  -0.5521
O 1.856 -0.925 1.585  -0.5277
I 1.074 -3.835 1.852  0.2747
H 0.634 0.021 -0.854  0.2743
H -0.858 -0.564 -0.308  0.3314
H -0.242 0.766 0.465  0.3071

---

Computed, not measured: the ion C2H3N2O2S with charge -1 at a distorted geometry, with ωB97M-V/def2-TZVPD.

Output
HOMO-LUMO gap (alpha / beta)	6.1 / 6.2	eV
SMILES	O=NN/C=C(/O)[S-]
E_LUMO (alpha / beta)	3.6904 / 3.7050	eV
charge	-1

Each line ends with the Mulliken charge.
Element x y z (Å)
C 0.433 -0.610 0.186  -0.3838
C 1.069 0.626 0.093  0.2589
N -0.900 -0.748 -0.090  -0.2770
N -2.324 0.267 0.099  0.1493
O -3.345 -0.385 -0.033  -0.5424
O 2.429 0.611 0.011  -0.5017
S 0.211 2.044 0.014  -0.4918
H 0.891 -1.599 0.088  0.2697
H -1.234 -1.720 0.036  0.2171
H 2.770 1.513 -0.403  0.3017

---

Computed, not measured: a structure of composition C40H45F12N8O2SY, with ωB97M-V/def2-TZVPD.

Output
HOMO-LUMO gap	5.6	eV
E_LUMO	-0.9312	eV

Each line ends with the Mulliken charge.
Element x y z (Å)
Y -0.500 0.259 -0.226  0.7240
C 0.156 7.229 -2.928  -1.6391
C 0.164 5.958 -2.122  0.2215
C 0.443 5.946 -0.763  -1.2719
C 0.429 4.769 -0.049  -0.4118
C 0.148 3.511 -0.626  0.1033
N 0.194 2.363 0.166  1.6813
C 0.810 2.482 1.428  -1.4062
C 2.149 2.886 1.518  0.6515
C 2.801 3.002 2.730  -1.3442
C 2.137 2.704 3.913  0.8004
C 2.816 2.817 5.252  -1.8722
C 0.817 2.277 3.831  -0.3078
C 0.139 2.141 2.621  -0.8659
C -1.292 1.562 2.516  2.3813
O -1.309 0.432 1.743  0.1782
C -1.837 1.123 3.903  0.0914
F -1.995 2.143 4.765  -0.2883
F -1.008 0.234 4.483  -0.2052
F -3.019 0.501 3.794  -0.2816
C -2.291 2.644 1.929  0.3422
F -3.459 2.699 2.598  -0.3386
F -1.780 3.880 1.964  -0.2489
F -2.610 2.362 0.657  -0.2264
C -0.213 3.533 -1.997  -0.6651
C -0.170 4.744 -2.693  -0.8087
C -0.724 2.303 -2.773  1.6338
O -1.022 1.214 -2.029  -1.1083
C 0.299 1.844 -3.879  0.5302
F -0.308 1.166 -4.882  -0.3541
F 1.894 1.523 -2.274  -0.1217
F 0.963 2.866 -4.465  -0.3339
C -2.063 2.668 -3.515  0.5098
F -2.874 3.348 -2.702  -0.2429
F -1.894 3.407 -4.634  -0.3066
F -2.724 1.564 -3.893  -0.2073
H 0.818 7.977 -2.490  0.3815
H -0.846 7.664 -2.974  0.2993
H 0.482 7.050 -3.953  0.3950
H 0.670 6.873 -0.245  0.3750
H 0.629 4.817 1.011  0.3078
H 2.656 3.144 0.595  0.7368
H 3.835 3.330 2.757  0.2554
H 3.826 3.214 5.147  0.4002
H 2.888 1.843 5.742  0.3174
H 2.263 3.478 5.920  0.4158
H 0.320 2.050 4.762  0.5727
H -0.418 4.748 -3.744  0.5074
C -4.945 -3.761 -0.859  -0.7980
C -4.222 -4.015 -2.014  -0.7170
C -3.066 -3.301 -2.296  -0.5844
C -2.618 -2.324 -1.409  -0.1357
C -3.337 -2.077 -0.239  -0.1117
C -4.496 -2.785 0.022  -0.8694
N -1.462 -1.547 -1.620  0.6915
N -0.952 -1.637 -2.785  -0.3928
C -0.423 -1.612 -3.809  1.5239
C 0.079 -1.781 -5.120  -1.4939
C 1.176 -1.273 -5.695  -0.2618
C 2.239 -0.404 -5.208  -0.3881
C 2.302 0.500 -4.229  -0.9131
N 1.257 0.866 -3.350  0.5905
H -5.856 -4.307 -0.654  0.4264
H -4.560 -4.770 -2.712  0.3986
H -2.516 -3.508 -3.205  0.3499
H -2.996 -1.322 0.464  0.4699
H -5.060 -2.559 0.917  0.5939
H -0.548 -2.439 -5.711  0.3837
H 1.331 -1.607 -6.715  0.3905
H 3.150 -0.471 -5.791  0.3467
H 3.224 1.042 -4.055  0.4935
C 3.935 -2.318 0.725  -1.8463
C 3.717 -0.848 1.069  1.5254
C 3.976 -0.615 2.554  -1.4367
C 4.626 0.050 0.228  -1.5049
N 2.290 -0.513 0.883  0.4940
N 1.774 -0.720 -0.439  -0.2249
H 4.933 -2.630 1.033  0.5236
H 3.860 -2.501 -0.350  0.2939
H 3.197 -2.936 1.238  0.2804
H 5.029 -0.777 2.788  0.4504
H 3.368 -1.295 3.151  0.2940
H 3.715 0.409 2.832  0.1905
H 5.673 -0.215 0.386  0.4917
H 4.491 1.098 0.504  0.2410
H 4.430 -0.052 -0.843  0.3255
H 2.155 0.471 1.108  -0.2262
H 1.715 -1.725 -0.583  0.2598
H 2.383 -0.327 -1.155  -0.0437
C -1.628 -2.578 3.357  -1.7348
N -1.907 -3.749 2.531  0.3917
C -3.237 -4.321 2.694  -1.4245
C -1.129 -4.013 1.464  -0.3239
S 0.065 -2.934 0.959  0.1904
N -1.310 -5.218 0.851  0.4049
C -1.541 -6.431 1.625  -1.3011
C -0.726 -5.462 -0.454  -0.9290
H -2.231 -2.649 4.261  0.4774
H -1.857 -1.652 2.830  0.5326
H -0.575 -2.547 3.626  0.4400
H -3.939 -3.512 2.897  0.4132
H -3.280 -5.025 3.529  0.3031
H -3.549 -4.819 1.781  0.4976
H -1.543 -6.210 2.688  0.4189
H -0.727 -7.134 1.430  0.4121
H -2.484 -6.912 1.357  0.3317
H -0.831 -4.581 -1.079  0.1601
H -1.263 -6.292 -0.914  0.3644
H 0.337 -5.715 -0.380  0.3383

---

Computed, not measured: the molecule C24H24ClN3O2, with ωB97M-V/def2-TZVPD.

Output
HOMO-LUMO gap	8.6	eV
SMILES	O=C(Nc1ccc(Oc2cccnc2)cc1)C1CCN(Cc2cccc(Cl)c2)CC1
E_LUMO	0.3529	eV

Each line ends with the Mulliken charge.
Element x y z (Å)
O 2.308 1.924 -0.662  -0.6892
C 1.326 1.515 -0.085  0.1461
N 1.087 0.203 0.197  0.0880
C 1.867 -0.919 -0.096  0.7250
C 1.411 -2.161 0.343  -0.3768
C 2.129 -3.308 0.076  -1.1366
C 3.320 -3.232 -0.637  0.3035
C 3.787 -1.994 -1.063  -0.1644
C 3.066 -0.846 -0.799  -0.6854
H 3.430 0.111 -1.131  0.5282
H 4.723 -1.926 -1.598  0.5036
O 4.027 -4.399 -0.808  -0.4777
C 4.699 -4.635 -1.970  0.6272
C 5.777 -5.518 -1.925  -0.5968
C 6.436 -5.823 -3.101  -0.3062
C 5.994 -5.239 -4.279  -0.3751
N 4.964 -4.413 -4.329  -0.5911
C 4.330 -4.117 -3.212  -0.2766
H 3.485 -3.446 -3.309  0.5007
H 6.476 -5.442 -5.225  0.3618
H 7.277 -6.500 -3.101  0.3752
H 6.070 -5.946 -0.978  0.4219
H 1.782 -4.271 0.416  0.4242
H 0.485 -2.230 0.896  0.3475
H 0.234 -0.008 0.696  -0.0459
C 0.221 2.453 0.394  0.0226
C -1.116 2.170 -0.299  -0.4470
C -2.174 3.162 0.206  -1.1860
N -2.334 3.161 1.648  0.1507
C -1.070 3.405 2.309  -1.2428
C 0.036 2.414 1.915  -0.4097
H 0.968 2.687 2.413  0.3757
H -0.243 1.412 2.250  0.2462
H -0.753 4.417 2.037  0.4342
H -1.229 3.380 3.390  0.5010
C -3.082 2.027 2.157  -0.5431
C -4.521 2.100 1.716  0.4204
C -5.187 3.317 1.776  -0.4447
C -6.509 3.395 1.379  0.2578
C -7.190 2.275 0.926  -0.5124
C -6.522 1.065 0.871  -0.5701
C -5.196 0.977 1.260  -0.6231
H -4.686 0.025 1.208  0.3482
H -7.040 0.186 0.518  0.3830
H -8.221 2.353 0.621  0.4261
Cl -7.329 4.917 1.452  -0.2223
H -4.660 4.192 2.120  0.4385
H -2.664 1.050 1.862  0.2085
H -3.052 2.079 3.251  0.4777
H -1.882 4.175 -0.087  0.3958
H -3.143 2.943 -0.248  0.5136
H -1.451 1.149 -0.095  0.2216
H -1.007 2.273 -1.379  0.3764
H 0.546 3.461 0.114  0.3723

---

Computed, not measured: a structure of composition C28H52ClGdOP at a distorted geometry, with ωB97M-V/def2-TZVPD.

Output
HOMO-LUMO gap (alpha / beta)	4.4 / 4.3	eV
E_LUMO (alpha / beta)	2.6893 / 2.6910	eV
charge	-1
multiplicity	8
⟨S²⟩	16.082

Each line ends with the Mulliken charge.
Element x y z (Å)
Gd -0.114 0.163 0.191  -1.0054
P 0.077 0.282 -2.370  -1.8076
Cl 2.196 0.676 0.701  -0.4976
C -0.540 1.519 2.922  -1.3150
H 0.282 2.137 2.551  0.3873
H -1.414 2.035 3.324  0.3528
C 1.415 -0.722 -3.061  0.8999
C 0.180 2.097 -2.678  0.2654
C 2.831 -0.173 -2.826  -0.4167
H 1.344 -1.678 -2.512  0.6453
C 3.872 -1.173 -3.358  -0.8066
H 2.939 0.792 -3.345  0.1506
H 3.010 0.026 -1.761  -0.0385
C 3.638 -1.510 -4.834  -0.7610
H 4.877 -0.765 -3.212  0.4646
H 3.809 -2.095 -2.764  0.3291
C 2.205 -2.000 -5.064  -1.0879
H 3.810 -0.610 -5.441  0.3300
H 4.358 -2.264 -5.173  0.4062
C 1.185 -0.981 -4.539  -0.3034
H 2.026 -2.184 -6.130  0.3966
H 2.057 -2.957 -4.544  0.3741
H 1.309 -0.035 -5.087  0.1126
H 0.169 -1.337 -4.740  -0.1192
C -1.541 -0.363 -2.972  0.4514
C 0.562 2.432 -4.111  -0.7238
H -0.866 2.400 -2.509  0.7089
C 0.313 3.926 -4.356  -0.9835
H 1.627 2.216 -4.273  0.1541
H 0.001 1.831 -4.837  0.4589
C 1.131 4.784 -3.385  -0.9152
H 0.564 4.178 -5.393  0.4056
H -0.758 4.140 -4.225  0.3640
C 0.854 4.395 -1.928  -0.6271
H 2.199 4.641 -3.597  0.3676
H 0.916 5.847 -3.541  0.4637
C 1.061 2.895 -1.698  0.3279
H 1.500 4.966 -1.249  0.3347
H -0.184 4.651 -1.671  0.0767
H 2.117 2.631 -1.862  0.2023
H 0.830 2.643 -0.651  -0.0611
C -1.736 -1.888 -3.079  0.3091
H -2.264 -0.004 -2.215  0.8744
C -3.195 -2.180 -3.457  -0.9965
H -1.072 -2.296 -3.854  0.1930
H -1.490 -2.398 -2.142  -0.0889
C -3.597 -1.476 -4.757  -0.7444
H -3.344 -3.261 -3.546  0.4668
H -3.844 -1.829 -2.643  0.3319
C -3.328 0.031 -4.679  -1.1056
H -3.020 -1.902 -5.591  0.3180
H -4.654 -1.661 -4.977  0.4091
C -1.875 0.315 -4.292  -0.3124
H -3.557 0.513 -5.636  0.4144
H -3.989 0.483 -3.925  0.3487
H -1.212 -0.066 -5.083  0.0897
H -1.717 1.397 -4.224  0.0891
C 0.078 -1.934 -0.151  0.6919
C -0.467 0.174 2.907  -0.0714
H 0.139 -2.394 -1.129  0.3282
C -1.531 -0.741 3.409  -0.2227
H 0.443 -0.314 2.520  0.7978
C -1.147 -2.230 3.294  -1.1289
H -1.777 -0.505 4.460  0.4171
H -2.449 -0.570 2.816  0.0073
C -1.214 -2.762 1.851  -0.1695
H -0.140 -2.373 3.699  0.4107
H -1.833 -2.817 3.916  0.3963
C 0.131 -2.682 1.067  -1.8237
H -1.505 -3.819 1.878  0.4464
H -1.998 -2.230 1.294  0.0810
H 0.928 -2.335 1.741  0.3862
H 0.403 -3.689 0.743  0.2539
C -2.273 4.213 0.082  -1.6922
C -1.990 2.840 0.665  0.6962
C -3.292 2.113 1.005  -1.2583
O -1.194 2.056 -0.144  0.1833
H -2.732 4.121 -0.908  0.2721
H -1.345 4.785 0.027  0.3746
H -2.937 4.782 0.746  0.4649
H -1.441 3.131 1.586  -0.1221
H -3.855 1.949 0.073  0.2702
H -3.100 1.144 1.478  0.0484
H -3.901 2.724 1.683  0.4050

---

no.,M (g/mol)
1,185.95
2,119.12
3,1018.80
4,421.93
5,628.40